{
  "formula": "C2F3NO5S2Tm",
  "method": "wB97M-V/def2-TZVPD",
  "charge": 0,
  "e_lumo_ev": [-0.50, -3.40],
  "spin_multiplicity": 4,
  "orbital_gap_ev": [6.0, 5.0],
  "homo_energy_ha": [-0.2375, -0.3074],
  "de_lowest_kcal_mol": 0.0,
  "symbols": ["Tm", "S", "S", "F", "F", "F", "O", "O", "O", "O", "O", "N", "C", "C"],
  "positions_angstrom": [[2.3886, -0.7397, 3.5066], [-0.9636, -0.9383, -0.6780], [-0.2674, 0.9233, 1.2743], [-2.9944, -1.6639, -2.1762], [-3.3813, 0.0949, -0.9847], [-2.1615, 0.2359, -2.7621], [0.9925, -0.0707, 1.5989], [3.8756, 0.4827, 1.6305], [-1.4933, 0.5180, 2.0639], [-0.0203, -1.5059, -1.7218], [3.5398, 1.6359, -0.3264], [-0.5313, 0.6026, -0.3230], [-2.4626, -0.5283, -1.7182], [3.4792, 0.9535, 0.6161]],
  "forces_ev_per_angstrom": [[-0.61, 0.41, -1.06], [1.35, -0.64, -1.77], [-0.41, -2.18, 0.71], [0.19, -0.08, 0.11], [0.13, -0.03, 0.13], [0.23, -0.10, 0.25], [-1.43, 1.47, 0.28], [-1.61, -0.65, -0.43], [2.10, 0.30, -1.13], [-1.59, 1.08, 1.84], [-1.59, -1.43, 0.72], [0.84, -0.20, 0.64], [-0.59, 0.16, -0.23], [2.99, 1.89, -0.06]],
  "mulliken_charge": [0.5655, 0.4802, 0.6084, -0.2105, -0.2199, -0.2129, -0.4500, -0.4332, -0.5478, -0.5073, -0.2696, -0.3069, 0.7010, 0.8031]
}